1.
A molecular structure, C20H35As2F12HfN5. Source: the OMol25 dataset; level of theory: ωB97M-V/def2-TZVPD.

Calculated values
HOMO energy = -14.43 eV
Relative energy (zero: lowest compared OMol25 entry of this formula, charge and spin) = 96.71 kJ/mol
Total charge = +2

```
75
Properties=species:S:1:pos:R:3:forces:R:3
Hf 5.244 -4.508 0.967 -0.252 0.604 -0.178
As 9.510 0.701 -0.235 0.791 -0.265 0.397
F 9.557 0.324 -1.971 -0.195 0.320 1.526
F 8.061 1.713 -0.382 1.203 -0.566 0.129
F 9.512 0.871 1.587 0.019 0.229 -1.687
F 10.923 -0.423 0.027 -1.429 1.105 -0.305
F 10.580 2.066 -0.456 -0.971 -1.122 0.348
F 8.411 -0.655 0.053 0.262 -0.009 -0.293
As -0.074 -0.388 0.267 0.591 -0.296 0.639
F -1.293 -1.605 0.805 1.411 1.560 -0.710
F -0.235 -0.867 -1.470 -0.090 0.827 2.139
F 1.366 0.634 -0.107 -1.659 -0.424 -0.113
F 0.263 0.107 2.008 -0.612 -0.870 -1.939
F 1.209 -1.703 0.390 -0.948 0.578 0.220
F -1.306 0.919 0.168 1.664 -1.615 -0.169
C 3.969 6.033 4.112 -0.039 0.865 0.678
C 3.903 4.670 3.559 0.080 -0.491 -0.812
C 4.550 3.620 4.671 -0.253 0.379 -0.380
C 4.676 2.313 4.144 -0.486 1.283 0.389
N 4.780 1.251 3.732 0.222 -1.923 -0.762
H 3.030 6.586 4.108 -0.172 -0.219 -0.010
H 4.707 6.621 3.565 0.209 0.058 0.357
H 4.258 5.933 5.158 0.202 0.764 0.256
H 4.496 4.682 2.645 0.313 -0.860 0.051
H 2.895 4.362 3.282 0.119 -0.401 0.375
H 3.806 3.663 5.466 -0.136 -0.156 0.066
H 5.525 3.876 5.085 -0.043 0.635 -0.292
C -3.433 8.200 -1.228 0.917 -0.697 -0.126
C -3.343 6.891 -2.173 -0.198 0.827 0.758
C -2.389 6.827 -3.416 1.019 0.908 1.713
C -1.005 7.064 -2.838 -3.574 -0.755 -1.673
N 0.041 7.267 -2.449 2.378 0.443 1.035
H -4.425 8.499 -0.888 -0.389 -0.291 -0.498
H -2.991 9.097 -1.662 0.031 -0.154 -0.396
H -2.953 8.013 -0.267 0.414 -0.307 0.003
H -4.408 6.909 -2.404 -0.392 -0.243 -1.142
H -3.236 5.967 -1.604 0.343 0.280 0.251
H -2.548 7.619 -4.148 -0.242 -0.085 0.028
H -2.353 5.854 -3.904 -0.305 0.054 0.066
C -8.975 -4.382 3.699 -1.299 -0.451 -0.306
C -7.739 -3.691 3.194 -0.417 -0.263 0.229
C -7.981 -2.319 2.515 0.704 0.457 0.982
C -8.650 -1.294 3.346 0.415 -2.078 -1.418
N -9.154 -0.486 3.978 -0.592 1.062 0.861
H -9.700 -4.510 2.895 -0.364 0.582 -0.431
H -9.481 -3.880 4.524 0.157 -0.005 -0.009
H -8.897 -5.448 3.907 0.774 0.033 0.605
H -7.245 -4.394 2.523 0.201 0.459 -0.263
H -7.121 -3.577 4.085 0.465 0.397 -0.037
H -8.425 -2.444 1.528 -0.469 0.053 0.048
H -7.040 -1.807 2.313 0.430 -0.228 -0.262
C 3.528 1.643 -6.182 0.631 0.014 1.116
C 2.942 0.513 -6.953 -0.427 -0.447 -0.116
C 3.718 -0.885 -6.811 -1.145 0.230 0.296
C 3.952 -1.269 -5.405 1.402 -0.289 2.339
N 4.245 -1.566 -4.294 -1.072 0.733 -3.151
H 3.024 2.592 -6.366 0.097 -0.050 -0.371
H 4.598 1.721 -6.376 0.034 0.377 0.100
H 3.372 1.436 -5.123 0.375 0.073 0.246
H 2.809 0.894 -7.966 0.252 -0.942 -0.372
H 1.940 0.345 -6.559 -0.087 -0.280 -0.155
H 4.594 -1.076 -7.430 0.299 0.621 0.315
H 3.016 -1.641 -7.162 -0.334 -0.095 -0.163
C -3.192 -8.883 2.326 -0.859 -0.428 0.569
C -2.899 -9.398 0.934 -0.384 0.552 -0.786
C -2.290 -8.196 0.207 -0.698 -0.297 -1.150
C -1.009 -7.844 0.739 1.307 0.819 0.111
N -0.009 -7.450 1.149 -0.073 -0.282 -0.074
H -2.367 -8.300 2.737 0.041 -0.279 0.164
H -3.565 -9.612 3.045 0.503 -0.274 -0.012
H -4.047 -8.212 2.244 0.067 0.327 -0.124
H -3.813 -9.661 0.401 -0.245 0.144 0.160
H -2.283 -10.280 0.753 0.377 0.098 0.754
H -2.901 -7.295 0.260 -0.277 -0.035 0.435
H -2.234 -8.345 -0.872 0.409 -0.281 -0.064
```
Forces are in eV/Å.


2.
A molecular structure, C20H35BrN5Pd. Source: the OMol25 dataset; level of theory: ωB97M-V/def2-TZVPD.

Calculated values
HOMO energy (alpha / beta) = -10.67 / -10.54 eV
Relative energy (zero: lowest compared OMol25 entry of this formula, charge and spin) = 11.57 kJ/mol
Total charge = +1
2S+1 = 3

```
62
Properties=species:S:1:pos:R:3:forces:R:3
Pd 0.925 0.302 -0.017 0.575 0.097 -0.656
Br 2.930 0.277 -1.777 -0.775 0.053 0.685
C -4.676 -0.338 -0.023 0.579 -0.389 -0.064
C -4.403 0.395 1.276 0.221 -0.093 0.097
C -3.264 -0.145 2.159 -0.570 0.079 0.837
C -1.907 -0.040 1.702 3.233 -0.159 -1.638
N -0.785 0.051 1.385 -3.213 -0.044 0.922
H -4.955 -1.376 0.157 -0.357 0.034 0.141
H -3.790 -0.436 -0.651 0.074 0.420 -0.237
H -5.481 0.182 -0.543 0.099 -0.209 -0.190
H -5.329 0.286 1.841 0.162 0.401 0.362
H -4.199 1.450 1.097 -0.220 0.061 -0.025
H -3.475 -1.154 2.513 0.166 -0.191 -0.239
H -3.164 0.441 3.073 -0.645 0.203 0.299
C 2.788 5.224 2.684 -0.512 -0.440 0.103
C 3.134 5.345 1.205 0.859 0.379 0.171
C 2.034 4.968 0.226 -0.122 -0.515 -0.124
C 1.573 3.592 0.504 -1.295 -2.737 0.486
N 1.245 2.483 0.709 1.048 3.058 -0.865
H 2.476 4.210 2.933 0.132 -0.224 -0.072
H 1.929 5.831 2.971 0.079 0.331 -0.112
H 3.618 5.458 3.352 0.043 0.148 -0.251
H 4.002 4.732 0.958 0.045 -0.165 0.196
H 3.465 6.361 0.993 -0.180 0.108 -0.103
H 2.398 4.918 -0.800 0.292 0.057 -0.043
H 1.230 5.702 0.185 -0.317 -0.310 0.371
C 3.819 -3.627 3.115 -0.124 0.545 0.278
C 3.745 -2.425 4.110 1.312 -0.961 -0.795
C 2.429 -1.710 4.069 -0.205 0.130 0.246
C 2.229 -0.950 2.816 -0.155 -0.320 0.899
N 2.096 -0.321 1.870 -0.094 -0.275 -0.410
H 4.812 -4.066 3.027 -0.030 0.034 0.358
H 3.558 -3.340 2.097 -0.063 0.356 -0.030
H 3.101 -4.402 3.386 0.085 -0.093 0.198
H 4.549 -1.717 3.913 0.068 -0.003 -0.170
H 3.908 -2.736 5.142 -0.048 -0.303 -0.057
H 2.406 -1.058 4.942 -0.261 0.477 -0.308
H 1.666 -2.466 4.261 -0.466 0.252 -0.508
C 1.392 -4.410 -3.046 -0.445 -0.027 -0.459
C -0.128 -4.522 -2.957 0.059 0.263 1.013
C -0.617 -4.175 -1.514 -0.254 -1.674 -0.738
C -0.297 -2.858 -1.114 0.486 2.856 0.485
N -0.002 -1.787 -0.797 0.055 -0.979 -0.147
H 1.835 -4.989 -2.236 0.172 0.192 0.062
H 1.683 -3.360 -3.008 0.263 -0.083 0.208
H 1.766 -4.830 -3.979 -0.038 0.075 -0.024
H -0.464 -5.535 -3.178 -0.066 0.070 -0.015
H -0.675 -3.817 -3.582 0.277 -0.150 -0.452
H -0.153 -4.789 -0.743 -0.039 -0.485 -0.136
H -1.693 -4.349 -1.501 -0.057 0.184 0.349
C -2.040 1.261 -4.920 -0.807 0.006 0.829
C -3.203 1.458 -3.890 0.972 0.656 -0.845
C -2.750 2.206 -2.618 -0.246 0.119 -0.156
C -1.544 1.633 -1.988 1.216 -1.175 1.227
N -0.618 1.137 -1.481 -1.941 1.206 -1.086
H -1.250 0.623 -4.523 -0.269 -0.494 -0.140
H -1.496 2.175 -5.159 -0.472 0.305 -0.094
H -2.536 0.862 -5.806 0.625 -0.151 -0.159
H -3.734 0.525 -3.703 0.444 -0.178 0.421
H -3.971 2.059 -4.378 0.045 0.311 0.108
H -3.599 2.319 -1.943 0.219 -0.629 0.572
H -2.542 3.261 -2.794 0.379 -0.008 -0.575
```
Forces are in eV/Å.


3.
A molecular structure, C20H35ClCuN5O4. Source: the OMol25 dataset; level of theory: ωB97M-V/def2-TZVPD.

Calculated values
HOMO energy = -7.18 eV
Relative energy (zero: lowest compared OMol25 entry of this formula, charge and spin) = 541.00 kJ/mol
Total charge = 0

```
66
Properties=species:S:1:pos:R:3:forces:R:3
Cu 0.316 -0.328 -0.666 0.178 0.073 -0.046
Cl 6.986 0.705 -0.621 1.852 0.038 -0.441
O 7.633 0.400 0.636 -0.393 0.212 0.163
O 6.651 2.105 -0.708 -0.117 0.189 0.191
O 7.939 0.380 -1.683 -0.967 0.027 0.320
O 5.781 -0.070 -0.742 -0.595 -0.496 -0.215
C 3.585 -5.016 -4.681 -0.650 -0.680 0.489
C 3.611 -4.443 -6.067 0.018 0.943 -0.011
C 2.215 -3.968 -6.545 0.699 -1.095 -0.957
C 1.691 -2.917 -5.738 -1.173 2.828 2.514
N 1.295 -2.073 -5.030 0.783 -1.876 -1.534
H 4.447 -5.640 -4.443 0.245 0.501 0.075
H 2.741 -5.692 -4.546 -0.240 -0.093 -0.075
H 3.432 -4.200 -3.974 0.322 -0.204 0.259
H 4.121 -5.084 -6.786 -0.400 -0.034 -0.127
H 4.191 -3.523 -5.983 0.346 -0.024 -0.370
H 1.470 -4.764 -6.543 0.084 -0.239 -0.050
H 2.294 -3.603 -7.569 -0.069 0.017 -0.080
C -6.044 -2.975 -3.034 -0.653 0.925 0.792
C -7.072 -1.862 -2.681 0.715 -0.361 0.040
C -6.934 -1.341 -1.244 0.121 1.033 0.534
C -5.653 -0.650 -0.892 0.869 -0.512 0.001
N -4.656 -0.113 -0.641 -1.236 -0.641 -0.351
H -5.071 -2.484 -3.017 0.211 -0.419 -0.134
H -6.241 -3.437 -4.001 0.053 0.142 0.072
H -6.099 -3.725 -2.246 0.248 -0.212 -0.133
H -8.086 -2.256 -2.753 -0.043 0.231 -0.273
H -6.899 -1.028 -3.361 -0.440 -0.008 -0.112
H -7.246 -2.080 -0.507 0.710 -0.299 0.071
H -7.639 -0.542 -1.017 -0.449 0.107 -0.513
C 2.399 4.860 6.995 0.727 -0.481 -0.343
C 3.776 4.179 6.902 -0.254 -0.713 -0.397
C 4.208 3.592 5.494 -0.048 1.056 0.407
C 3.104 2.992 4.742 -0.082 -0.184 0.132
N 2.219 2.545 4.161 0.161 0.077 0.129
H 2.433 5.775 6.404 -0.433 -0.038 -0.079
H 2.183 5.115 8.032 0.055 0.035 -0.032
H 1.641 4.155 6.652 -0.203 0.336 -0.162
H 3.768 3.301 7.547 0.106 0.162 0.332
H 4.509 4.897 7.271 0.337 -0.314 -0.183
H 5.033 2.887 5.598 -0.238 -0.230 0.165
H 4.634 4.363 4.853 -0.158 0.249 -0.030
C -5.404 -5.799 3.061 1.539 -0.223 -0.228
C -4.797 -7.062 2.316 -0.898 0.802 0.897
C -3.254 -7.180 2.369 -0.124 1.358 -0.185
C -2.669 -5.884 1.875 -0.131 -0.592 0.610
N -2.239 -4.877 1.525 -0.078 -0.165 -0.068
H -5.007 -5.703 4.071 0.346 -0.382 0.146
H -6.478 -5.815 3.248 -0.014 -0.106 -0.774
H -5.036 -4.892 2.580 -0.571 0.168 -0.192
H -5.064 -7.072 1.259 -0.367 0.040 0.117
H -5.321 -7.857 2.845 0.556 -0.673 -0.432
H -2.830 -7.935 1.708 -0.344 -0.263 0.123
H -2.905 -7.362 3.386 0.113 0.086 -0.048
C 0.422 9.175 -0.786 1.347 0.174 -0.168
C 1.726 8.730 -0.054 -0.483 0.044 -0.100
C 2.586 7.669 -0.797 -1.030 -0.024 0.512
C 1.784 6.460 -1.131 0.507 0.642 0.274
N 1.167 5.513 -1.325 -0.145 -0.088 -0.102
H 0.657 9.499 -1.800 0.324 0.157 -0.108
H 0.082 10.076 -0.276 -0.610 -0.320 0.032
H -0.325 8.402 -0.967 -0.067 -0.005 0.750
H 1.527 8.436 0.977 -0.434 -0.731 -0.126
H 2.334 9.602 0.184 0.262 0.209 -0.736
H 3.378 7.344 -0.122 0.212 0.003 -0.280
H 2.996 8.094 -1.714 0.094 -0.134 0.050
```
Forces are in eV/Å.